[1]
Formula: C8H32N17NiO11
Source: the Open Molecules 2025 dataset
Level of theory: ωB97M-V with the def2-TZVPD basis set

```
! wB97M-V def2-TZVPD RIJCOSX def2/J DEFGRID3
* xyz 1 3
Ni 11.25 -32.27 23.88
N 8.47 -31.23 22.74
O 7.91 -31.55 21.71
O 9.74 -31.39 22.80
O 7.89 -30.68 23.66
C 10.43 -30.22 26.15
O 10.87 -31.21 25.53
N 9.31 -29.55 25.92
N 11.17 -29.79 27.19
H 8.57 -30.07 25.46
H 9.05 -28.87 26.62
H 10.73 -29.33 27.97
H 11.95 -30.36 27.49
C 7.25 -34.86 19.43
O 6.57 -33.98 18.92
N 7.93 -34.71 20.60
N 7.41 -36.09 18.93
H 8.14 -35.55 21.10
H 7.96 -33.87 21.15
H 6.97 -36.33 18.06
H 7.97 -36.83 19.30
C 9.23 -30.87 18.34
O 9.70 -30.39 17.31
N 8.67 -32.11 18.33
N 9.44 -30.34 19.56
H 8.31 -32.50 19.19
H 8.57 -32.45 17.39
H 8.91 -30.55 20.38
H 10.06 -29.55 19.54
C 5.62 -30.83 26.27
O 6.79 -31.10 26.58
N 5.22 -30.46 25.06
N 4.72 -30.65 27.26
H 5.97 -30.33 24.39
H 4.30 -30.12 24.86
H 4.82 -31.03 28.18
H 3.84 -30.27 26.97
C 12.88 -29.56 23.37
O 12.43 -30.71 23.34
N 12.14 -28.51 23.00
N 14.16 -29.28 23.66
H 12.46 -27.57 22.88
H 11.18 -28.74 22.74
H 14.27 -28.30 23.83
H 14.72 -30.02 24.06
C 4.37 -30.95 20.50
O 3.31 -31.46 20.22
N 4.46 -29.83 21.28
N 5.55 -31.53 20.27
H 5.33 -29.34 21.37
H 3.55 -29.52 21.59
H 6.42 -31.30 20.72
H 5.66 -32.42 19.80
C 11.79 -33.66 21.23
O 11.33 -33.54 22.38
N 11.49 -32.75 20.28
N 12.76 -34.51 20.87
H 10.63 -32.24 20.47
H 11.75 -32.99 19.34
H 13.16 -35.15 21.54
H 12.98 -34.60 19.89
C 8.54 -27.87 22.30
O 9.33 -28.76 21.96
N 7.45 -28.03 23.08
N 8.78 -26.57 21.95
H 6.92 -27.20 23.25
H 7.52 -28.77 23.76
H 8.02 -25.91 22.05
H 9.47 -26.40 21.23
*
```

## Properties
HOMO level (alpha / beta) = -0.3863 / -0.3863 Ha
HOMO-LUMO gap (alpha / beta) = 0.2801 / 0.2304 hartree
E_LUMO (alpha / beta) = -2.9 / -4.2 eV
relative energy (zero: lowest compared OMol25 entry of this formula, charge and spin) = 0.0 kcal per mole


[2]
Formula: C8H32NO12
Source: the Open Molecules 2025 dataset
Level of theory: ωB97M-V with the def2-TZVPD basis set

```
! wB97M-V def2-TZVPD RIJCOSX def2/J DEFGRID3
* xyz -1 1
O -0.95 0.28 1.08
C -1.20 0.03 -0.19
O -0.36 -0.52 -0.86
O -2.20 0.50 -0.76
H -1.69 0.89 1.08
C 0.69 2.95 -1.78
O 1.65 2.00 -1.39
C 1.99 1.93 0.02
C 3.01 0.85 0.28
N 2.46 -0.46 -0.06
C 3.27 -1.56 0.47
C 2.65 -2.93 0.21
O 2.32 -3.17 -1.18
C 1.54 -4.39 -1.39
H -0.34 2.62 -1.62
H 0.85 3.16 -2.84
H 0.71 3.94 -1.32
H 1.14 2.03 0.69
H 2.46 2.90 0.20
H 3.30 0.76 1.32
H 3.97 0.95 -0.22
H 1.55 -0.54 0.37
H 3.58 -1.52 1.51
H 4.21 -1.57 -0.08
H 1.85 -3.14 0.92
H 3.49 -3.51 0.60
H 2.01 -5.37 -1.51
H 1.10 -4.33 -2.39
H 0.63 -4.38 -0.80
C 0.20 2.48 3.24
O 0.46 3.58 4.07
H -0.44 1.73 3.71
H -0.35 2.85 2.38
H 1.14 2.03 2.92
H 0.87 3.21 4.86
O -0.38 -2.63 -2.96
H -0.51 -3.18 -3.73
H -1.06 -2.91 -2.35
O -4.21 -1.19 -1.80
H -3.55 -0.59 -1.45
H -4.96 -1.09 -1.22
O -2.30 -2.78 1.47
H -2.10 -2.86 2.40
H -1.73 -2.07 1.16
O -3.45 2.99 0.22
H -3.00 2.21 -0.12
H -4.01 3.27 -0.50
O -3.16 1.29 2.39
H -3.59 1.91 1.81
H -3.51 1.50 3.26
O -0.96 0.62 -3.42
H -1.63 0.72 -4.09
H -1.46 0.53 -2.60
*
```

## Properties
HOMO level = -0.1843 Ha
HOMO-LUMO gap = 0.2806 hartree
E_LUMO = 2.6 eV
relative energy (zero: lowest compared OMol25 entry of this formula, charge and spin) = 0.0 kcal per mole


[3]
Formula: C8H32O10
Source: the Open Molecules 2025 dataset
Level of theory: ωB97M-V with the def2-TZVPD basis set

```
! wB97M-V def2-TZVPD RIJCOSX def2/J DEFGRID3
* xyz 0 1
C -4.07 0.11 -0.18
C -3.18 0.40 -1.15
C -2.19 1.48 -0.88
C -0.88 1.22 -0.77
C -0.33 -0.15 -0.79
C 0.24 2.24 -1.00
C 0.69 3.13 -0.11
C 0.64 2.21 -2.46
H -3.89 0.61 0.76
H -4.71 -0.73 -0.31
H -3.13 -0.25 -2.03
H -2.63 2.47 -0.76
H 0.68 -0.12 -1.20
H -0.92 -0.88 -1.37
H -0.43 -0.62 0.21
H 0.33 3.10 0.95
H 1.25 4.02 -0.25
H 0.41 1.27 -2.96
H -0.09 2.91 -2.91
H 1.63 2.59 -2.67
O -0.40 -1.15 3.34
H -0.94 -0.34 3.37
H -0.41 -1.58 4.19
O -2.07 -3.22 -0.05
H -2.91 -2.96 0.30
H -1.28 -2.75 -0.36
O 3.55 2.13 -1.26
H 4.15 1.97 -0.53
H 2.89 2.72 -0.84
O 1.51 0.20 2.10
H 2.02 -0.46 1.57
H 0.94 -0.33 2.70
O 2.74 -1.33 0.26
H 1.97 -1.77 -0.11
H 3.05 -0.70 -0.41
O -1.60 1.17 2.56
H -0.68 1.47 2.44
H -1.98 1.60 1.78
O 0.16 -4.82 0.76
H -0.66 -4.51 0.35
H 0.41 -4.14 1.40
O 3.17 -0.32 -2.51
H 3.59 0.51 -2.25
H 2.34 -0.23 -2.98
O 0.55 2.69 2.84
H 1.08 3.24 3.43
H 1.25 2.01 2.73
O -0.87 -3.40 -2.36
H -0.22 -4.04 -2.03
H -1.79 -3.60 -2.17
*
```

## Properties
HOMO level = -0.3346 Ha
HOMO-LUMO gap = 0.3454 hartree
structure (SMILES) = C=C/C=C(\C)C(=C)C.O.O.O.O.O.O.O.O.O.O
E_LUMO = 0.3 eV
relative energy (zero: lowest compared OMol25 entry of this formula, charge and spin) = 55.1 kcal per mole


[4]
Formula: C8H32O8
Source: the Open Molecules 2025 dataset
Level of theory: ωB97M-V with the def2-TZVPD basis set

```
! wB97M-V def2-TZVPD RIJCOSX def2/J DEFGRID3
* xyz 1 2
C 5.85 -0.09 -3.38
C 4.93 -0.87 -2.42
O 5.52 -0.75 -1.16
H 5.87 0.99 -3.24
H 5.50 -0.18 -4.41
H 6.86 -0.49 -3.32
H 4.83 -1.89 -2.80
H 3.97 -0.35 -2.37
H 6.39 -1.14 -1.27
C 6.63 3.21 -1.66
C 7.51 2.08 -1.14
O 8.76 2.55 -0.83
H 6.38 3.99 -0.93
H 5.66 2.89 -2.06
H 7.12 3.65 -2.53
H 7.65 1.34 -1.92
H 7.09 1.61 -0.25
H 8.65 2.90 0.06
C 2.51 -1.52 -5.87
C 2.69 -0.03 -5.98
O 1.47 0.48 -6.45
H 2.25 -2.01 -6.81
H 1.76 -1.76 -5.12
H 3.41 -2.03 -5.54
H 3.45 0.18 -6.74
H 3.04 0.49 -5.09
H 1.67 1.42 -6.49
C 3.95 -4.25 -0.27
C 4.87 -5.06 -1.19
O 4.18 -5.55 -2.26
H 3.37 -4.85 0.43
H 3.22 -3.66 -0.83
H 4.53 -3.48 0.23
H 5.42 -5.84 -0.66
H 5.57 -4.45 -1.77
H 4.80 -5.87 -2.91
O 7.96 -1.77 -1.40
H 8.74 -1.37 -1.02
H 8.21 -1.97 -2.30
O 6.69 -0.87 -7.02
H 6.46 0.03 -7.24
H 7.65 -0.86 -6.96
O 4.50 -0.32 1.45
H 3.73 0.20 1.23
H 4.93 -0.48 0.61
O 8.80 -2.34 -3.96
H 9.16 -1.65 -4.52
H 9.53 -2.95 -3.84
*
```

## Properties
HOMO level (alpha / beta) = -0.4682 / -0.4622 Ha
HOMO-LUMO gap (alpha / beta) = 0.3600 / 0.1119 hartree
E_LUMO (alpha / beta) = -2.9 / -9.5 eV
relative energy (zero: lowest compared OMol25 entry of this formula, charge and spin) = 0.0 kcal per mole


[5]
Formula: C8H34N2O8
Source: the Open Molecules 2025 dataset
Level of theory: ωB97M-V with the def2-TZVPD basis set

```
! wB97M-V def2-TZVPD RIJCOSX def2/J DEFGRID3
* xyz 0 1
C 1.70 -3.28 2.90
C 1.21 -1.77 2.89
C 0.11 -1.50 1.86
O 0.60 -1.82 0.58
C -0.37 -1.70 -0.45
N 0.60 -1.56 4.21
H 0.97 -4.06 2.69
H 2.20 -3.49 3.84
H 2.41 -3.36 2.07
H 1.93 -0.97 2.70
H -0.06 -0.43 1.78
H -0.85 -1.87 2.20
H -1.02 -0.85 -0.25
H -1.09 -2.52 -0.33
H 0.00 -1.74 -1.47
H 0.42 -0.57 4.33
H 1.27 -1.70 4.95
C -2.18 0.05 -1.84
C -1.52 1.39 -2.26
C -1.78 2.49 -1.22
O -0.84 3.58 -1.41
C -0.87 4.32 -2.69
N -0.18 0.98 -2.35
H -3.22 0.06 -2.16
H -1.92 -0.18 -0.81
H -1.84 -0.79 -2.44
H -1.82 1.74 -3.25
H -1.70 2.24 -0.16
H -2.81 2.85 -1.22
H -0.54 3.66 -3.49
H -0.22 5.19 -2.54
H -1.85 4.78 -2.80
H 0.06 0.46 -1.51
H 0.45 1.77 -2.36
O 1.41 0.64 1.45
H 1.66 1.56 1.37
H 0.80 0.62 2.18
O 2.09 -0.72 0.39
H 1.55 -1.42 0.76
H 2.05 -0.01 1.04
O 0.16 0.25 -0.61
H 1.03 0.09 -0.25
H -0.33 0.66 0.10
O -0.81 1.21 0.98
H -1.75 1.24 0.81
H -0.55 2.13 1.02
O 1.95 -1.85 -1.25
H 1.52 -1.19 -1.80
H 2.02 -1.44 -0.39
O 0.30 -0.95 -2.15
H -0.34 -1.64 -2.33
H 0.00 -0.56 -1.33
*
```

## Properties
HOMO level = -0.2300 Ha
HOMO-LUMO gap = 0.2024 hartree
E_LUMO = -0.8 eV
relative energy (zero: lowest compared OMol25 entry of this formula, charge and spin) = 861.8 kcal per mole


[6]
Formula: C8H35B2O9
Source: the Open Molecules 2025 dataset
Level of theory: ωB97M-V with the def2-TZVPD basis set

```
! wB97M-V def2-TZVPD RIJCOSX def2/J DEFGRID3
* xyz -1 1
O -0.09 -0.39 -0.52
H -0.22 -0.05 0.36
H -0.93 -0.42 -0.99
H 0.49 0.17 -1.03
B -2.08 -0.48 -1.28
H -2.12 -0.46 -0.20
H -1.69 -1.44 -1.60
H -3.07 -0.38 -1.69
H -1.46 0.31 -1.68
B 1.04 0.49 -2.12
H 0.06 0.92 -2.01
H 1.49 0.31 -1.16
H 1.00 -0.43 -2.68
H 1.60 1.12 -2.79
C -4.28 0.49 0.86
C -4.06 1.45 -0.37
O -2.70 1.54 -0.70
O -5.61 0.52 1.42
H -3.59 0.75 1.66
H -3.96 -0.53 0.68
H -4.51 2.41 -0.13
H -4.54 1.09 -1.28
H -2.31 0.67 -0.82
H -5.48 0.79 2.33
C -1.00 0.15 2.62
C -0.79 1.52 1.83
O -0.70 1.19 0.45
O 0.27 -0.48 2.88
H -1.49 -0.70 2.16
H -1.45 0.35 3.60
H 0.03 2.10 2.27
H -1.63 2.17 2.06
H -1.03 1.99 0.04
H 0.71 -0.82 2.10
C 4.58 0.27 -2.18
C 3.72 0.16 -0.87
O 2.89 -0.99 -0.89
O 5.45 1.45 -2.09
H 3.84 0.39 -2.97
H 5.21 -0.58 -2.45
H 3.18 1.09 -0.67
H 4.45 -0.04 -0.09
H 2.01 -0.76 -1.19
H 6.26 1.14 -1.68
C 0.77 -2.40 1.42
C 1.98 -1.69 0.71
O 1.91 -0.22 0.91
O -0.54 -1.85 1.25
H 0.97 -2.28 2.49
H 0.87 -3.47 1.23
H 2.24 -1.88 -0.33
H 2.83 -1.88 1.37
H 2.63 0.23 0.47
H -1.13 -2.61 1.29
*
```

## Properties
HOMO level = -0.2019 Ha
HOMO-LUMO gap = 0.3040 hartree
E_LUMO = 2.8 eV
relative energy (zero: lowest compared OMol25 entry of this formula, charge and spin) = 453.0 kcal per mole


[7]
Formula: C8H36B2O34
Source: the Open Molecules 2025 dataset
Level of theory: ωB97M-V with the def2-TZVPD basis set

```
! wB97M-V def2-TZVPD RIJCOSX def2/J DEFGRID3
* xyz -2 1
O 2.95 0.09 3.29
C 2.47 0.35 2.20
O 2.13 -0.54 1.36
B 1.50 0.17 0.23
O 1.31 1.56 0.65
C 1.85 1.61 1.78
O 2.04 2.69 2.34
O 0.19 -0.46 0.00
C 0.12 -0.79 -1.20
O -0.85 -1.29 -1.69
C 1.30 -0.35 -1.85
O 2.20 -0.01 -1.05
O 1.31 -0.12 -3.05
O -0.10 -2.46 2.73
C 0.56 -3.09 1.90
O 0.13 -3.30 0.76
B 1.15 -4.03 0.01
O 2.25 -4.18 0.93
C 1.87 -3.63 2.00
O 2.56 -3.58 3.01
O 1.50 -3.34 -1.23
C 1.08 -3.99 -2.19
O 0.94 -3.58 -3.36
C 0.72 -5.27 -1.78
O 0.62 -5.31 -0.55
O 0.32 -6.11 -2.56
O -0.76 3.08 3.39
H -0.52 3.22 2.47
H -0.01 3.11 4.02
O -0.68 -1.90 -4.80
H 0.05 -2.35 -4.35
H -1.40 -2.47 -4.55
O -3.22 0.41 -1.25
H -2.67 0.23 -2.00
H -4.11 0.24 -1.56
O -0.48 4.19 0.97
H 0.31 4.49 1.42
H -1.17 4.76 1.22
O 0.64 1.18 5.17
H -0.30 1.24 5.44
H 0.83 0.26 5.04
O -1.90 -3.77 -2.27
H -2.09 -4.27 -1.42
H -1.26 -3.07 -1.99
O -2.30 0.02 -3.68
H -1.58 -0.58 -3.90
H -3.10 -0.37 -3.98
O -1.15 2.37 -1.69
H -1.48 1.75 -2.36
H -1.18 1.81 -0.88
O 1.65 4.32 4.51
H 1.52 3.92 5.39
H 1.95 3.65 3.95
O 0.75 3.02 -3.67
H 0.64 2.23 -4.20
H -0.02 2.96 -3.14
O -4.06 -2.08 -2.44
H -4.59 -2.85 -2.50
H -3.18 -2.39 -2.18
O -0.60 0.22 2.84
H -0.19 -0.63 2.95
H -0.22 0.92 3.43
O 1.44 3.75 -0.97
H 0.82 3.45 -0.36
H 1.46 3.23 -1.72
O 2.36 -1.60 5.08
H 2.64 -0.86 4.53
H 2.47 -2.31 4.50
O -2.56 -1.66 0.45
H -1.63 -1.90 0.38
H -2.68 -1.22 -0.37
O 1.93 5.40 1.57
H 2.25 4.68 2.04
H 1.99 5.17 0.65
O -2.02 1.47 0.94
H -1.46 1.02 1.62
H -2.45 0.73 0.50
O -0.10 1.08 -5.27
H 0.33 0.54 -4.61
H -1.02 1.08 -5.00
*
```

## Properties
HOMO level = -0.1957 Ha
HOMO-LUMO gap = 0.3454 hartree
E_LUMO = 4.1 eV
relative energy (zero: lowest compared OMol25 entry of this formula, charge and spin) = 0.0 kcal per mole


[8]
Formula: C8H36BCrO8
Source: the Open Molecules 2025 dataset
Level of theory: ωB97M-V with the def2-TZVPD basis set

```
! wB97M-V def2-TZVPD RIJCOSX def2/J DEFGRID3
* xyz 2 4
Cr -7.54 -7.26 3.78
B -7.10 -5.90 2.18
H -7.21 -5.11 1.30
H -8.18 -6.42 2.34
H -6.32 -6.79 1.92
H -6.93 -5.41 3.24
C -10.40 -7.68 2.26
O -9.37 -8.11 3.22
H -10.10 -7.99 1.25
H -11.40 -8.00 2.53
H -10.36 -6.60 2.17
H -9.57 -9.03 3.45
C -9.74 -6.04 5.66
O -8.78 -5.84 4.57
H -9.97 -7.10 5.80
H -9.33 -5.64 6.58
H -10.66 -5.51 5.41
H -8.84 -4.88 4.29
C -7.11 -1.58 0.32
O -7.64 -2.35 1.39
H -6.07 -1.30 0.48
H -7.21 -2.13 -0.62
H -7.70 -0.67 0.21
H -7.11 -3.16 1.44
C -6.27 -7.69 -0.72
O -6.47 -8.82 0.14
H -7.08 -6.98 -0.61
H -5.28 -7.26 -0.57
H -6.34 -8.02 -1.76
H -6.33 -9.65 -0.32
C -7.02 -10.30 3.03
O -6.96 -8.91 2.69
H -7.45 -10.89 2.21
H -6.02 -10.70 3.23
H -7.70 -10.46 3.87
H -6.63 -8.85 1.73
C -9.04 -2.63 4.86
O -8.42 -3.34 3.82
H -8.40 -1.83 5.24
H -9.99 -2.21 4.53
H -9.27 -3.26 5.73
H -8.23 -2.72 3.10
C -4.86 -5.97 4.96
O -5.55 -7.04 4.22
H -3.79 -6.15 4.86
H -5.18 -5.00 4.61
H -5.09 -6.06 6.02
H -4.87 -7.57 3.79
C -10.24 -4.58 0.03
O -9.25 -5.60 -0.09
H -10.31 -4.23 1.07
H -9.97 -3.73 -0.60
H -11.22 -4.93 -0.29
H -8.49 -5.38 0.46
*
```

## Properties
HOMO level (alpha / beta) = -0.5633 / -0.5640 Ha
HOMO-LUMO gap (alpha / beta) = 0.2183 / 0.2728 hartree
E_LUMO (alpha / beta) = -9.4 / -7.9 eV
relative energy (zero: lowest compared OMol25 entry of this formula, charge and spin) = 0.0 kcal per mole